ORCA calculation (ωB97M-V with the def2-TZVPD basis set) on C3H8NO3 as an isolated structure at a distorted geometry.

Output
E_HOMO (eV): -3.30
Strongest force on any atom (eV Å⁻¹): 5.9
Gap between HOMO and LUMO (eV): 6.92
DFT total energy (Eh): -399.4978
Relative energy (zero: lowest compared OMol25 entry of this formula, charge and spin) (eV): 4.899

ORCA input file:
```
! RIJCOSX wB97M-V def2-TZVPD def2/J DEFGRID3
* xyz -1 1
C 0.5673 -0.4164 -1.1763
N 0.6210 0.6765 -0.2469
C -0.6235 1.0977 0.3275
C -1.7574 0.0031 0.4234
O -2.0890 -0.4975 1.4702
O -2.2035 -0.3287 -0.7558
H 1.5749 -0.5877 -1.5522
H -0.1847 -0.2836 -1.9559
H 0.3273 -1.3849 -0.6521
H 1.4275 0.4058 0.4320
H -1.1073 1.9111 -0.2326
H -0.3585 1.5073 1.3044
H 2.6058 -0.6363 1.9705
H -1.3359 -1.0051 -0.3839
O 2.5361 -0.4613 1.0278
*
```

Mulliken population analysis, charges in e, atoms 1 to 4:
1. C -1.08
2. N -0.40
3. C -0.46
4. C 0.61